Record 1
A molecular structure, C69H54Br2ClF3IN5O2P2RbS. Source: the Open Molecules 2025 dataset; level of theory: ωB97M-V/def2-TZVPD.

As for the total energy: -282906.568 eV. The value obtained for the HOMO energy is -4.6576 eV. For the HOMO-LUMO gap, the calculation gives 6.353 eV. The energy relative to the best compared isomer or geometry (same formula, charge and spin) comes out at 0.000 eV. The value obtained for the lowest unoccupied orbital energy is 0.0623 Ha. Its charge is -1.

Element x y z (Å)
Rb: 0.31 0.30 -1.23
O: -3.20 1.12 0.52
C: -3.28 1.13 1.90
C: -4.38 0.61 2.56
C: -4.42 0.64 3.95
C: -3.35 1.18 4.65
C: -2.23 1.63 3.96
C: -2.15 1.60 2.56
P: -0.57 1.86 1.44
C: 0.51 2.25 2.89
C: 1.04 3.50 3.19
C: 1.90 3.66 4.27
C: 2.23 2.57 5.07
C: 1.69 1.33 4.78
C: 0.84 1.17 3.70
C: -1.21 3.46 0.76
C: -1.71 4.47 1.58
C: -2.19 5.65 1.04
C: -2.21 5.83 -0.34
C: -1.76 4.82 -1.17
C: -1.25 3.65 -0.62
C: -4.32 1.20 -0.26
C: -5.38 2.05 0.04
C: -6.50 2.05 -0.76
C: -6.57 1.21 -1.87
C: -5.48 0.41 -2.19
C: -4.33 0.40 -1.41
P: -2.77 -0.56 -1.73
C: -3.15 -1.22 -3.40
C: -3.35 -0.30 -4.43
C: -3.46 -0.71 -5.74
C: -3.35 -2.06 -6.06
C: -3.12 -2.98 -5.05
C: -3.02 -2.56 -3.73
C: -3.27 -1.94 -0.59
C: -4.26 -2.89 -0.86
C: -4.66 -3.79 0.11
C: -4.10 -3.74 1.39
C: -3.13 -2.78 1.67
C: -2.71 -1.91 0.68
H: -5.21 0.18 2.01
H: -5.28 0.25 4.48
H: -3.37 1.23 5.73
H: -1.39 2.02 4.53
H: 0.82 4.35 2.56
H: 2.32 4.63 4.48
H: 2.91 2.70 5.91
H: 1.94 0.47 5.41
H: 0.42 0.19 3.48
H: -1.73 4.32 2.65
H: -2.57 6.43 1.70
H: -2.59 6.76 -0.76
H: -1.79 4.94 -2.24
H: -0.92 2.87 -1.30
H: -5.32 2.69 0.91
H: -7.33 2.71 -0.53
H: -7.45 1.19 -2.49
H: -5.53 -0.22 -3.07
H: -3.38 0.76 -4.20
H: -3.60 0.02 -6.53
H: -3.42 -2.39 -7.09
H: -3.00 -4.03 -5.29
H: -2.81 -3.29 -2.96
H: -4.74 -2.91 -1.83
H: -5.43 -4.52 -0.11
H: -4.44 -4.42 2.16
H: -2.70 -2.71 2.66
H: -1.95 -1.17 0.91
Cl: 1.31 -2.86 -7.70
C: 0.68 -1.86 -6.40
C: 0.29 -0.57 -6.68
C: -0.20 0.25 -5.67
I: -0.80 2.20 -6.12
C: -0.32 -0.15 -4.31
O: -0.72 0.62 -3.40
C: 0.08 -1.54 -4.05
N: -0.04 -1.99 -2.78
C: 0.29 -3.22 -2.49
C: 0.77 -4.12 -3.45
C: 0.91 -3.70 -4.74
C: 0.57 -2.37 -5.09
H: 0.37 -0.20 -7.69
H: 0.18 -3.52 -1.45
H: 1.03 -5.14 -3.17
H: 1.28 -4.37 -5.51
Br: 6.89 0.96 2.69
C: 5.41 0.48 1.61
C: 4.18 0.26 2.19
C: 3.13 -0.06 1.34
N: 3.26 -0.16 0.03
C: 4.44 0.08 -0.52
C: 5.56 0.41 0.24
C: 4.50 -0.01 -2.01
C: 5.71 -0.10 -2.69
C: 5.68 -0.18 -4.07
Br: 7.31 -0.32 -5.03
C: 4.48 -0.17 -4.75
C: 3.33 -0.08 -3.98
N: 3.33 0.00 -2.65
H: 4.02 0.36 3.26
H: 2.14 -0.22 1.74
H: 6.51 0.64 -0.22
H: 6.66 -0.12 -2.17
H: 4.42 -0.24 -5.82
H: 2.35 -0.06 -4.46
F: 6.77 7.09 2.74
C: 6.14 7.38 1.58
F: 7.12 7.56 0.66
F: 5.56 8.59 1.74
C: 5.17 6.32 1.18
C: 3.92 6.65 0.66
C: 3.03 5.65 0.31
C: 3.36 4.30 0.47
C: 4.64 3.99 0.97
C: 5.53 4.98 1.32
C: 2.38 3.29 0.23
C: 1.42 2.53 0.25
H: 3.65 7.69 0.54
H: 2.06 5.90 -0.09
H: 4.91 2.95 1.08
H: 6.50 4.72 1.72
C: 1.96 -5.98 5.32
C: 1.95 -5.74 3.81
N: 1.45 -4.41 3.48
C: 0.62 -4.13 2.43
S: 0.80 -2.74 1.53
N: -0.36 -5.02 2.14
C: -1.10 -5.82 3.11
C: -1.29 -7.26 2.65
H: 2.35 -6.97 5.54
H: 0.95 -5.89 5.73
H: 2.59 -5.25 5.82
H: 1.35 -6.48 3.30
H: 2.97 -5.83 3.42
H: 2.10 -3.66 3.61
H: -0.91 -4.71 1.35
H: -2.07 -5.36 3.27
H: -0.58 -5.78 4.07
H: -1.79 -7.28 1.68
H: -1.90 -7.81 3.36
H: -0.33 -7.77 2.54

Atomic partial charges in e from the Löwdin method, atoms 1 to 4: 0.694, -0.071, -0.282, -0.030

***

Record 2
A molecular structure, C69H59ClFeN7OP2. Source: the Open Molecules 2025 dataset; level of theory: ωB97M-V/def2-TZVPD.

As for the total energy: -150462.944 eV. The value obtained for the HOMO energy (alpha / beta) is -11.0988 / -11.1026 eV. For the HOMO-LUMO gap (alpha / beta), the calculation gives 5.645 / 5.678 eV. The expectation value of S² is 1.182. The energy relative to the best compared isomer or geometry (same formula, charge and spin) comes out at 1.543 eV. The value obtained for the lowest unoccupied orbital energy (alpha / beta) is -0.2004 / -0.1994 Ha. Its charge is +2. Its spin multiplicity is 2.

Element x y z (Å)
Fe: -0.29 -0.30 1.00
C: 1.48 -4.34 -2.42
N: 0.58 -3.63 -1.51
C: 0.74 -2.40 -0.96
N: -0.27 -2.10 -0.15
C: -1.11 -3.21 -0.18
C: -0.60 -4.15 -1.03
C: -1.11 -5.47 -1.43
C: -1.48 -5.71 -2.75
C: -2.00 -6.94 -3.12
C: -2.17 -7.94 -2.17
C: -1.80 -7.70 -0.85
C: -1.28 -6.48 -0.48
C: -2.41 -3.46 0.51
C: -3.60 -3.24 -0.17
C: -4.80 -3.66 0.36
C: -4.83 -4.33 1.58
C: -3.64 -4.57 2.26
C: -2.44 -4.13 1.72
P: 2.22 -1.44 -1.31
C: 2.66 -1.06 0.39
N: 1.95 -0.37 1.27
C: 2.79 -0.17 2.36
C: 3.97 -0.82 2.15
N: 3.89 -1.36 0.89
C: 4.95 -2.06 0.18
C: 5.18 -0.89 2.99
C: 5.74 -2.12 3.34
C: 6.87 -2.17 4.15
C: 7.44 -0.99 4.61
C: 6.88 0.23 4.27
C: 5.76 0.29 3.46
C: 2.51 0.62 3.58
C: 2.33 2.00 3.51
C: 2.23 2.76 4.66
C: 2.28 2.14 5.91
C: 2.46 0.77 5.99
C: 2.58 0.02 4.83
C: 1.64 0.19 -1.84
N: 1.10 1.14 -1.09
C: 1.11 2.27 -1.87
C: 1.66 1.98 -3.10
N: 2.00 0.66 -3.07
C: 2.59 -0.10 -4.16
C: 1.93 2.88 -4.25
C: 1.41 2.62 -5.51
C: 1.65 3.49 -6.56
C: 2.42 4.63 -6.35
C: 2.94 4.90 -5.09
C: 2.70 4.02 -4.04
C: 0.53 3.57 -1.46
C: -0.31 4.17 -2.42
C: -0.89 5.47 -2.50
C: -1.36 6.13 -1.44
C: -1.31 5.44 -0.13
C: 0.85 4.08 -0.23
H: 2.41 -3.79 -2.51
H: 1.02 -4.44 -3.40
H: 1.67 -5.33 -2.02
H: -1.38 -4.92 -3.49
H: -2.29 -7.11 -4.15
H: -2.58 -8.89 -2.46
H: -1.93 -8.48 -0.11
H: -0.99 -6.30 0.55
H: -3.57 -2.75 -1.14
H: -5.72 -3.50 -0.19
H: -5.77 -4.69 1.98
H: -3.65 -5.11 3.20
H: -1.51 -4.35 2.24
H: 5.88 -1.91 0.72
H: 5.05 -1.67 -0.83
H: 4.75 -3.13 0.13
H: 5.28 -3.04 3.00
H: 7.30 -3.12 4.42
H: 8.32 -1.03 5.24
H: 7.32 1.15 4.64
H: 5.32 1.24 3.20
H: 2.31 2.49 2.54
H: 2.12 3.83 4.60
H: 2.21 2.73 6.81
H: 2.51 0.28 6.95
H: 2.75 -1.05 4.89
H: 3.05 0.60 -4.86
H: 1.83 -0.67 -4.69
H: 3.35 -0.77 -3.78
H: 0.79 1.74 -5.67
H: 1.25 3.28 -7.54
H: 2.60 5.31 -7.17
H: 3.53 5.78 -4.93
H: 3.10 4.22 -3.06
H: -0.41 3.59 -3.34
H: -1.05 5.87 -3.50
H: -1.82 7.11 -1.54
H: -1.81 6.05 0.62
H: 1.61 3.58 0.36
Cl: -0.61 1.46 2.46
C: -0.80 3.00 1.58
C: -0.27 4.07 2.38
C: 0.22 5.20 1.84
C: 0.21 5.29 0.36
C: -1.95 4.09 -0.28
C: -1.64 2.98 0.45
P: -2.12 1.31 -0.17
C: -3.80 1.08 0.51
C: -4.27 1.87 1.55
C: -5.53 1.64 2.09
C: -6.33 0.62 1.59
C: -5.86 -0.17 0.54
C: -4.60 0.06 0.01
C: -2.47 1.47 -1.95
C: -3.55 2.21 -2.43
C: -3.80 2.28 -3.79
C: -2.99 1.58 -4.69
C: -1.96 0.79 -4.21
C: -1.70 0.74 -2.84
H: -0.23 3.92 3.45
H: 0.55 6.02 2.45
H: 0.72 6.20 0.04
H: -2.67 4.00 -1.08
H: -3.67 2.68 1.94
H: -5.90 2.26 2.90
H: -7.31 0.44 2.00
H: -6.48 -0.96 0.13
H: -4.24 -0.56 -0.80
H: -4.21 2.73 -1.75
H: -4.63 2.87 -4.16
H: -3.20 1.63 -5.75
H: -1.36 0.21 -4.90
H: -0.91 0.10 -2.47
N: -3.70 -1.23 3.16
C: -2.44 -1.17 2.75
O: -2.17 -0.91 1.57
C: -1.30 -1.36 3.69
C: -0.06 -1.49 2.84
H: -4.44 -1.08 2.49
H: -3.94 -1.50 4.10
H: -1.44 -2.24 4.33
H: -1.25 -0.49 4.36
H: 0.05 -2.44 2.34
H: 0.85 -1.19 3.35

Atomic partial charges in e from the Löwdin method, atoms 1 to 4: 0.406, 0.004, -0.042, -0.412

***

Record 3
11 unconnected molecules or ions with the total composition C69H84FN12. Source: the Open Molecules 2025 dataset; level of theory: ωB97M-V/def2-TZVPD.

As for the total energy: -93503.631 eV. The value obtained for the HOMO energy is -9.9938 eV. For the HOMO-LUMO gap, the calculation gives 5.371 eV. The value obtained for the lowest unoccupied orbital energy is -0.1699 Ha. Its charge is +1.

Element x y z (Å)
C: 0.43 -4.69 2.26
C: 0.05 -3.77 1.02
C: -0.05 -2.23 1.44
C: 0.36 -1.40 0.18
C: 0.45 0.18 0.44
C: 0.92 0.51 1.89
C: 1.20 2.04 2.19
C: 1.17 3.00 0.94
C: 2.12 4.23 1.29
C: 1.45 5.30 2.21
C: 2.32 6.63 2.09
C: 3.59 6.56 3.06
C: 4.61 7.64 2.67
C: 4.93 8.78 3.56
C: 5.93 9.68 2.98
N: 6.56 9.64 1.82
N: 6.26 8.62 1.05
C: 5.38 7.68 1.44
C: 5.18 6.49 0.43
C: 4.82 6.98 -1.02
C: 6.09 7.10 -1.95
F: 4.02 8.14 -1.04
H: 0.32 -4.11 3.22
H: -0.20 -5.61 2.28
H: 1.52 -4.98 2.23
H: -0.88 -4.13 0.51
H: 0.94 -3.82 0.34
H: -1.08 -2.01 1.80
H: 0.68 -2.13 2.29
H: -0.24 -1.63 -0.74
H: 1.42 -1.70 -0.07
H: 1.15 0.55 -0.36
H: -0.57 0.62 0.20
H: 0.09 0.20 2.58
H: 1.78 -0.17 2.15
H: 0.41 2.40 2.90
H: 2.16 2.10 2.77
H: 1.59 2.56 0.00
H: 0.11 3.36 0.82
H: 2.44 4.65 0.30
H: 3.00 3.80 1.83
H: 0.39 5.53 1.92
H: 1.44 4.96 3.28
H: 1.73 7.55 2.29
H: 2.65 6.69 1.02
H: 3.18 6.86 4.07
H: 4.01 5.54 3.14
H: 4.44 8.93 4.54
H: 6.23 10.54 3.63
H: 6.73 8.55 0.14
H: 4.44 5.75 0.79
H: 6.17 5.96 0.39
H: 4.21 6.17 -1.48
H: 6.88 6.38 -1.60
H: 5.86 6.82 -3.00
H: 6.52 8.14 -1.92
N: -0.31 -6.49 -1.08
C: -1.38 -6.65 -1.86
C: -1.32 -6.98 -3.20
C: -0.07 -7.16 -3.78
C: 1.06 -6.99 -2.99
C: 0.89 -6.66 -1.66
H: -2.34 -6.50 -1.36
H: -2.23 -7.11 -3.78
H: 0.02 -7.42 -4.82
H: 2.05 -7.12 -3.41
H: 1.74 -6.52 -1.00
N: 1.78 2.18 -2.63
C: 1.25 1.20 -3.37
C: 0.63 1.40 -4.59
C: 0.55 2.69 -5.08
C: 1.09 3.73 -4.34
C: 1.69 3.42 -3.13
H: 1.33 0.20 -2.94
H: 0.22 0.56 -5.14
H: 0.08 2.89 -6.03
H: 1.05 4.75 -4.69
H: 2.13 4.20 -2.51
N: -2.91 1.77 0.13
C: -3.50 2.00 -1.04
C: -4.36 3.05 -1.28
C: -4.64 3.92 -0.24
C: -4.04 3.71 0.99
C: -3.19 2.62 1.12
H: -3.25 1.29 -1.83
H: -4.81 3.19 -2.26
H: -5.31 4.76 -0.39
H: -4.24 4.36 1.83
H: -2.69 2.42 2.07
N: 0.99 -12.48 -2.55
C: 2.31 -12.50 -2.77
C: 3.15 -11.43 -2.51
C: 2.60 -10.27 -2.01
C: 1.24 -10.22 -1.77
C: 0.48 -11.35 -2.06
H: 2.70 -13.44 -3.17
H: 4.22 -11.51 -2.71
H: 3.22 -9.41 -1.80
H: 0.77 -9.33 -1.38
H: -0.59 -11.36 -1.89
N: 8.07 4.52 -3.63
C: 8.63 5.17 -4.66
C: 9.99 5.34 -4.81
C: 10.83 4.82 -3.85
C: 10.29 4.14 -2.77
C: 8.91 4.02 -2.71
H: 7.93 5.56 -5.38
H: 10.38 5.88 -5.67
H: 11.91 4.93 -3.93
H: 10.91 3.72 -2.00
H: 8.43 3.50 -1.89
N: -2.61 -12.37 1.81
C: -2.47 -13.09 2.92
C: -1.38 -13.91 3.17
C: -0.38 -13.98 2.21
C: -0.51 -13.24 1.05
C: -1.64 -12.45 0.90
H: -3.28 -13.01 3.64
H: -1.31 -14.47 4.09
H: 0.49 -14.61 2.37
H: 0.25 -13.27 0.28
H: -1.78 -11.85 0.01
N: 0.33 9.34 0.06
C: 1.64 9.37 -0.18
C: 2.45 10.47 0.09
C: 1.86 11.60 0.63
C: 0.49 11.59 0.89
C: -0.22 10.44 0.58
H: 2.06 8.47 -0.60
H: 3.51 10.44 -0.12
H: 2.45 12.48 0.86
H: 0.00 12.45 1.31
H: -1.29 10.38 0.77
N: -3.67 -10.25 4.63
C: -4.05 -9.29 5.47
C: -4.57 -8.07 5.07
C: -4.71 -7.83 3.71
C: -4.33 -8.82 2.81
C: -3.82 -10.00 3.32
H: -3.91 -9.52 6.52
H: -4.86 -7.33 5.80
H: -5.12 -6.89 3.36
H: -4.42 -8.67 1.75
H: -3.50 -10.81 2.65
N: -7.25 1.04 1.76
C: -6.12 0.62 1.18
C: -5.91 -0.67 0.73
C: -6.93 -1.59 0.90
C: -8.12 -1.19 1.50
C: -8.22 0.13 1.90
H: -5.35 1.38 1.07
H: -4.97 -0.95 0.27
H: -6.81 -2.62 0.57
H: -8.94 -1.88 1.64
H: -9.13 0.50 2.37
N: -9.52 1.88 -2.62
C: -9.10 2.19 -1.39
C: -9.91 2.73 -0.41
C: -11.24 2.97 -0.71
C: -11.71 2.65 -1.98
C: -10.81 2.11 -2.89
H: -8.05 1.99 -1.20
H: -9.51 2.96 0.57
H: -11.91 3.39 0.03
H: -12.74 2.82 -2.25
H: -11.13 1.84 -3.89

Atomic partial charges in e from the Löwdin method, atoms 1 to 4: -0.119, -0.259, -0.230, -0.215

***

Record 4
A molecular structure, C6F18KO18S6. Source: the Open Molecules 2025 dataset; level of theory: ωB97M-V/def2-TZVPD.

As for the total energy: -173320.989 eV. The value obtained for the HOMO energy is 3.7494 eV. For the HOMO-LUMO gap, the calculation gives 5.791 eV. The energy relative to the best compared isomer or geometry (same formula, charge and spin) comes out at 5.071 eV. The value obtained for the lowest unoccupied orbital energy is 0.3506 Ha. Its charge is -5.

Element x y z (Å)
K: -0.05 0.08 0.40
C: 1.47 0.71 4.94
F: 2.13 -0.40 5.28
F: 1.31 1.46 6.05
F: 2.17 1.58 4.15
S: -0.25 0.22 4.13
O: -0.93 -0.61 5.12
O: -0.95 1.43 3.73
O: 0.21 -0.59 3.01
C: -0.11 2.05 -3.97
F: -0.37 0.73 -3.88
F: 0.48 2.23 -5.16
F: -1.26 2.72 -3.86
S: 1.17 2.59 -2.64
O: 1.00 4.06 -2.50
O: 0.76 1.94 -1.38
O: 2.52 2.16 -3.05
C: 5.06 0.79 1.50
F: 6.14 1.37 0.99
F: 5.15 -0.52 1.47
F: 4.81 1.19 2.78
S: 3.57 1.40 0.40
O: 2.37 0.80 1.04
O: 3.57 2.88 0.55
O: 3.86 0.81 -0.92
C: -3.91 -3.25 0.33
F: -4.79 -4.03 0.97
F: -3.71 -3.70 -0.91
F: -4.43 -2.04 0.33
S: -2.28 -3.20 1.34
O: -2.02 -4.63 1.69
O: -1.30 -2.62 0.42
O: -2.56 -2.43 2.61
C: -5.29 2.06 -0.30
F: -5.94 0.95 -0.02
F: -5.99 2.91 -1.02
F: -4.97 2.65 0.84
S: -3.66 1.61 -1.26
O: -2.85 0.77 -0.33
O: -4.02 0.89 -2.51
O: -3.07 2.93 -1.45
C: 2.56 -3.24 -1.86
F: 3.29 -3.96 -2.80
F: 1.61 -3.99 -1.34
F: 3.30 -2.71 -0.86
S: 1.67 -1.77 -2.86
O: 2.77 -0.88 -3.30
O: 0.94 -2.28 -4.02
O: 0.79 -1.12 -1.87

Atomic partial charges in e from the Löwdin method, atoms 1 to 4: 0.795, -0.610, 0.103, 0.058